{
  "formula": "C41H48CaGe2N3O2SSb",
  "method": "ωB97M-V/def2-TZVPD",
  "symbols": ["Sb", "Ge", "Ge", "Ca", "S", "O", "O", "N", "N", "N", "C", "C", "C", "C", "C", "C", "C", "C", "C", "C", "C", "C", "C", "C", "C", "C", "C", "C", "C", "C", "C", "C", "C", "C", "C", "C", "C", "C", "C", "C", "C", "C", "C", "C", "C", "C", "C", "C", "C", "C", "C", "H", "H", "H", "H", "H", "H", "H", "H", "H", "H", "H", "H", "H", "H", "H", "H", "H", "H", "H", "H", "H", "H", "H", "H", "H", "H", "H", "H", "H", "H", "H", "H", "H", "H", "H", "H", "H", "H", "H", "H", "H", "H", "H", "H", "H", "H", "H", "H"],
  "xyz": [[2.0630, -1.9037, 2.0678], [2.0923, 1.3977, 2.0572], [-0.1519, 3.0483, -1.1730], [0.1135, -0.0668, 0.6023], [0.0466, 0.9799, -2.1758], [-3.4899, -0.4290, 0.0847], [-1.6300, 0.8072, 0.1110], [0.0180, -2.7571, 0.1236], [2.6297, -0.2202, -0.5545], [-0.6443, -0.4315, 2.7582], [3.4693, -2.4436, -0.5797], [-0.7140, -4.9000, -0.6303], [4.1093, -0.8861, -2.2813], [3.6252, 5.4210, 3.9065], [-1.9601, 3.6480, -0.7728], [1.6654, 3.2947, 1.4088], [3.0850, 6.6824, 3.7174], [-2.2442, -1.0729, 4.3744], [2.0497, 6.8393, 2.8022], [0.1588, -5.5332, 0.2323], [-2.6535, 0.2752, -0.4703], [0.8171, 5.5430, -2.5415], [1.5844, 5.7545, 2.0749], [-1.6481, 0.8472, -2.7613], [-2.5271, 1.0910, 3.1132], [2.5417, 1.9311, 5.1804], [0.9777, -4.7605, 1.0470], [4.0811, 1.1845, 1.7059], [-4.0115, 0.4062, -2.5426], [3.2688, 1.4905, -2.1800], [3.3234, 0.0776, -1.6656], [2.7204, -1.4198, -0.0133], [1.6730, 1.3847, 4.0356], [4.1680, -2.1614, -1.7434], [2.1447, 4.4773, 2.2214], [3.1472, 4.3406, 3.1740], [-1.9604, 5.0359, -0.1091], [-2.7584, 0.5373, -1.9547], [-3.0900, 0.8838, -4.7033], [1.0124, 3.6201, 0.2716], [0.8856, -3.3821, 0.9645], [0.0605, -1.5376, 2.9885], [5.2682, 1.6267, 2.5794], [-1.5302, -2.2332, 4.6129], [-0.7689, -3.5065, -0.6652], [-4.1868, 0.5898, -3.9052], [-1.7838, -0.1734, 3.4283], [-1.8312, 1.0083, -4.1350], [-0.3577, -2.4773, 3.9178], [-1.7189, -2.7924, -1.5824], [0.3781, 4.0858, -2.7563], [4.4138, 5.2678, 4.6342], [1.0148, 4.6909, 0.0365], [-1.8800, -2.9446, 5.3508], [-2.5048, 3.6601, -1.7195], [0.6753, 1.8373, 4.0934], [2.7409, 1.5438, -3.1351], [0.2238, -3.3725, 4.1017], [5.1425, 1.3636, 3.6308], [-4.8435, 0.1483, -1.8994], [-3.0118, 1.4850, 4.0079], [-1.6284, 5.8257, -0.7847], [0.7520, 5.9123, 1.3995], [-2.5120, -2.3034, -1.0089], [-5.1726, 0.4978, -4.3442], [-2.1822, -3.4867, -2.2823], [2.1545, 1.5895, 6.1454], [1.7420, 5.6025, -1.9614], [-3.2893, 0.8850, 2.3563], [0.0658, 6.1346, -2.0162], [4.2782, 1.8791, -2.3304], [1.5034, 0.3226, 4.2290], [-1.8501, 1.8395, 2.7070], [4.1741, 0.1029, 1.5755], [6.1826, 1.1318, 2.2384], [2.7556, 2.1280, -1.4602], [-0.4865, 4.0382, -3.4253], [-1.3625, -5.4704, -1.2829], [-3.2117, 1.0164, -5.7713], [1.6806, -5.2190, 1.7315], [1.5931, 7.8122, 2.6609], [3.5533, 3.3621, 3.3482], [1.1787, 3.5313, -3.2522], [3.4476, 7.5297, 4.2874], [2.5554, 3.0203, 5.2127], [-2.4397, 2.9224, -0.1219], [-1.3169, 5.0619, 0.7753], [-2.9706, 5.2959, 0.2170], [4.2082, 1.5936, 0.6965], [3.5761, 1.5900, 5.1180], [-0.9707, 1.2347, -4.7528], [4.7758, -2.9259, -2.2143], [3.5154, -3.4249, -0.1230], [-3.1584, -0.8614, 4.9136], [4.6742, -0.6310, -3.1701], [1.0053, 6.0405, -3.4968], [5.4590, 2.6983, 2.5249], [-1.1938, -2.0228, -2.1514], [0.2060, -6.6165, 0.2678]],
  "forces_ev_per_a": [[0.3, -0.3, 0.3], [0.8, 0.3, 0.9], [0.3, 0.1, -0.4], [1.4, -1.1, -1.2], [-0.3, 0.0, 0.0], [0.0, 0.1, 0.0], [-2.3, 0.5, -0.3], [0.1, -0.5, 0.2], [-0.2, 0.1, -0.2], [-0.4, -0.1, 0.5], [0.0, 0.1, -0.2], [0.0, 0.0, 0.0], [0.0, 0.0, -0.1], [0.0, 0.0, 0.0], [-0.2, 0.0, 0.2], [-0.2, 0.3, -0.2], [0.0, 0.0, 0.0], [-0.1, 0.0, 0.1], [0.0, -0.1, 0.0], [0.0, 0.0, 0.0], [0.2, 0.2, 0.1], [0.0, -0.1, -0.1], [0.0, 0.1, 0.1], [-0.2, 0.0, 0.1], [0.0, -0.1, 0.0], [-0.1, 0.0, 0.0], [0.0, 0.1, 0.0], [0.1, 0.1, 0.0], [0.0, 0.0, -0.1], [0.0, -0.1, 0.0], [-0.1, 0.0, 0.1], [0.0, 0.2, 0.2], [0.1, 0.2, 0.1], [0.0, -0.1, 0.0], [-0.1, -0.1, 0.0], [0.1, 0.1, -0.1], [-0.1, -0.1, 0.0], [0.2, 0.0, -0.1], [0.0, 0.0, 0.0], [0.3, -0.3, 0.2], [-0.2, 0.2, -0.2], [-0.2, 0.6, 0.0], [-0.2, 0.0, 0.0], [0.0, -0.1, 0.1], [0.1, 0.2, 0.1], [0.0, 0.0, 0.0], [0.3, 0.0, -0.2], [0.0, 0.0, 0.1], [0.1, -0.1, -0.1], [0.0, 0.0, 0.1], [0.3, 0.3, -0.1], [0.0, 0.0, 0.0], [0.0, -0.1, 0.1], [0.0, 0.0, 0.0], [-0.1, 0.0, 0.0], [0.0, 0.0, 0.0], [0.0, 0.0, 0.1], [0.0, 0.0, 0.0], [0.0, 0.0, 0.0], [0.0, 0.0, 0.0], [0.0, 0.0, 0.0], [0.0, -0.1, 0.0], [0.0, 0.0, 0.1], [0.1, 0.0, 0.0], [0.0, 0.0, 0.0], [0.0, 0.0, 0.0], [0.0, 0.0, 0.0], [-0.1, 0.0, 0.0], [0.1, 0.0, 0.0], [0.0, 0.0, 0.0], [0.0, 0.0, 0.0], [0.0, -0.1, 0.0], [0.0, 0.0, 0.0], [0.0, 0.0, 0.0], [0.0, 0.0, 0.0], [0.0, 0.0, 0.0], [0.0, 0.0, 0.0], [0.0, 0.0, 0.0], [0.0, 0.0, 0.0], [0.0, 0.0, 0.0], [0.0, 0.0, 0.0], [0.2, -0.1, 0.0], [0.0, 0.0, 0.0], [0.0, 0.0, 0.0], [0.0, -0.1, 0.0], [0.0, 0.1, 0.0], [-0.1, 0.0, -0.1], [0.0, 0.0, 0.0], [0.0, 0.0, 0.1], [0.0, 0.0, 0.0], [0.0, 0.0, 0.0], [0.0, 0.0, 0.0], [0.0, 0.0, 0.0], [0.0, 0.0, 0.0], [0.0, 0.0, 0.0], [0.0, 0.0, 0.0], [-0.1, 0.1, 0.0], [0.0, 0.0, 0.0], [0.0, 0.1, 0.0]],
  "e_homo_ev": -6.77,
  "charge": 0,
  "orbital_gap_ha": 0.25695,
  "lumo_ha": 0.0083
}